Density functional theory data (ωB97M-V with the def2-TZVPD basis set) for C16H29F3N2O17Ti as an isolated structure.

```
68
Properties=species:S:1:pos:R:3:forces:R:3
Ti 0.470066 0.246593 0.162650 -0.638 0.260 0.119
N 2.770190 2.522806 -0.790379 0.059 0.891 -0.382
O 1.938546 3.368978 -1.098370 -0.145 -0.155 0.023
O 3.965636 2.804224 -0.654019 0.064 -0.262 0.128
O 2.409635 1.310442 -0.636746 -0.604 -1.036 0.442
N -1.051300 3.283819 1.162998 0.708 0.678 0.795
O -0.150357 4.103278 1.372197 -0.031 -0.099 -0.056
O -2.237927 3.587963 1.269520 -0.242 -0.153 -0.361
O -0.736736 2.087115 0.899157 0.228 -1.351 -0.333
C 2.306881 3.387754 3.709235 -0.562 -0.145 0.301
C 2.320298 2.126296 2.878241 1.102 1.103 -1.041
O 2.100645 0.996503 3.750058 -0.614 -0.182 -0.261
C 1.708831 -0.110268 3.142261 0.380 0.146 0.460
O 1.754376 -0.269712 1.942589 -0.388 -0.146 -0.575
O 1.338760 -1.079807 3.962765 -0.168 0.167 -0.375
C 1.019688 -0.768860 5.319359 0.177 -0.009 0.484
H 3.164154 3.560454 4.359255 0.185 -0.289 -0.133
H 1.422348 3.318316 4.349569 -0.001 0.280 -0.028
H 2.176705 4.249381 3.057229 -0.005 -0.052 -0.061
H 3.248825 1.994613 2.311472 0.212 -0.206 0.483
H 1.613677 2.238035 2.050183 -0.669 -0.402 0.599
H 0.263641 -1.485207 5.627981 0.020 -0.038 -0.090
H 0.639970 0.240963 5.448094 -0.049 -0.001 -0.225
H 1.910635 -0.882636 5.939069 -0.012 -0.014 -0.035
C -4.584132 2.399305 -1.396486 0.217 0.595 0.057
C -3.125033 2.053516 -1.267758 0.461 0.002 -0.013
O -2.771283 1.344234 -2.498938 -0.091 -0.163 -0.505
C -1.624272 0.712900 -2.514008 -0.795 0.928 0.439
O -0.910841 0.628074 -1.539441 0.956 -0.664 -0.103
O -1.389361 0.242152 -3.735596 0.088 -0.384 0.529
C -0.176031 -0.474442 -3.872256 1.221 -0.455 -0.595
H -5.139377 1.497187 -1.642011 -0.259 0.063 0.238
H -4.766903 3.162786 -2.156736 0.182 -0.246 -0.283
H -4.916092 2.887054 -0.478960 -0.073 -0.474 0.194
H -2.881342 1.420734 -0.415705 -0.248 -0.054 -0.029
H -2.454793 2.911343 -1.206597 -0.221 0.076 0.020
H 0.160815 -1.046168 -3.008212 -0.531 0.215 0.336
H 0.646914 0.200954 -4.121703 -0.173 0.139 0.020
H -0.280428 -1.186317 -4.690939 -0.300 0.190 -0.070
C 5.075796 -0.990854 -2.000337 0.491 -0.762 0.230
C 3.603376 -1.210742 -2.216833 0.015 0.164 0.123
O 3.248716 -2.538424 -1.753151 -0.467 -0.095 0.272
C 2.036830 -2.676839 -1.205296 1.465 -0.131 -0.491
O 1.298770 -1.772971 -0.909410 -0.787 0.573 0.241
O 1.796245 -3.968594 -1.065313 -0.292 -0.058 0.015
C 0.420886 -4.282631 -0.759330 0.172 0.054 0.337
H 5.338295 -1.041119 -0.941569 -0.293 0.484 0.069
H 5.378837 -0.039826 -2.431080 0.023 0.064 0.127
H 5.687534 -1.799344 -2.414766 -0.200 0.118 -0.452
H 3.339337 -1.186584 -3.276507 0.030 0.076 -0.003
H 3.037153 -0.456671 -1.673976 -0.017 -0.035 -0.079
H 0.343597 -5.365037 -0.781827 0.080 -0.006 -0.171
H -0.204825 -3.814647 -1.513556 -0.199 -0.083 0.109
H 0.162339 -3.928712 0.237975 -0.099 0.225 -0.117
C -3.409071 -2.257675 -2.397436 -0.620 0.893 0.916
C -2.533405 -2.276953 -1.152017 0.715 -0.203 -0.338
O -3.144294 -1.497858 -0.160289 -0.163 0.145 -0.157
C -2.351912 -1.249333 0.964769 -0.523 -0.012 0.720
O -1.069291 -1.346383 0.986916 0.685 0.733 -0.584
C -3.134965 -0.698543 2.103546 0.590 0.284 -1.149
F -4.401822 -0.390045 1.757275 -0.171 -0.242 0.191
F -3.198305 -1.543408 3.174959 -0.224 -0.176 0.415
F -2.596633 0.440739 2.607949 0.129 -0.050 0.235
H -2.909661 -2.514014 -3.326492 0.119 -0.154 0.035
H -3.751939 -1.216224 -2.430340 0.062 -0.072 -0.505
H -4.327376 -2.829052 -2.252821 0.160 -0.284 -0.112
H -1.551860 -1.837944 -1.373269 -0.005 -0.174 -0.069
H -2.337381 -3.294673 -0.786791 -0.118 -0.027 0.076
```
Forces are in eV/Å.

Results
* E_tot: -86114.222 eV
* relative energy (zero: lowest compared OMol25 entry of this formula, charge and spin): 0.000 eV
* orbital gap (alpha / beta): 4.7 / 8.3 eV
* LUMO (alpha / beta): 2.33 / 2.33 eV
* multiplicity: 4
* net charge: -1

Atomic partial charges in e from the natural (NBO) method, atoms 1 to 6: Ti 1.3805; N 0.7214; O -0.4459; O -0.5052; O -0.6527; N 0.7350

Density functional theory data (ωB97M-V with the def2-TZVPD basis set) for a 2-piece molecular cluster, C5H14S overall.

```
20
Properties=species:S:1:pos:R:3:forces:R:3
C 1.401740 -0.519545 -3.893432 1.201 -0.576 0.405
C 1.307788 0.043652 -2.483330 -1.010 0.867 0.479
H 0.443336 -0.643116 -4.314398 -1.105 0.107 -0.738
H 2.033018 0.108701 -4.518427 -0.245 0.135 -0.137
H 1.862022 -1.508741 -3.958339 0.035 0.010 0.328
H 1.751413 1.040666 -2.466123 0.551 -0.275 0.413
H 1.606944 -0.585273 -1.646276 0.727 -0.056 -0.303
H 0.281207 0.293874 -2.178559 -0.150 -0.236 -0.487
C -1.391916 -0.438486 0.807113 0.653 0.282 -0.765
C -1.261593 -1.788202 1.487592 0.474 -0.457 -0.912
C 0.951414 1.102063 1.165175 0.380 -0.943 0.795
S -0.738670 0.930098 1.804388 -0.341 0.494 -0.393
H -0.822621 -0.459588 -0.129251 0.296 0.016 0.213
H -2.360599 -0.174631 0.380546 -0.407 -0.091 0.869
H -0.265995 -2.188139 1.301084 0.245 0.060 -0.198
H -1.931352 -2.508528 1.014135 -0.235 -0.055 0.455
H 1.076768 0.639714 0.191215 -0.210 0.267 -0.182
H 1.310823 2.124518 1.179524 -0.295 0.192 -0.148
H 1.578682 0.532092 1.854333 0.230 0.117 -0.147
H -1.286339 -1.769587 2.561230 -0.792 0.141 0.456
```
Forces are in eV/Å.

Results
* SMILES: CCSC.CC
* E_tot: -16246.552 eV
* relative energy (zero: lowest compared OMol25 entry of this formula, charge and spin): 0.749 eV
* orbital gap: 9.3 eV
* LUMO: 0.91 eV

Atomic partial charges in e from the natural (NBO) method, atoms 1 to 6: C -0.6161; C -0.6271; H 0.2082; H 0.2080; H 0.2070; H 0.2119

Density functional theory data (ωB97M-V with the def2-TZVPD basis set) for an isolated ion of composition C5H10N and charge +1.

```
16
Properties=species:S:1:pos:R:3:forces:R:3
C 1.289611 1.481074 -0.877625 -1.269 -0.877 0.522
C 2.546818 1.361305 -0.867145 1.245 -1.151 0.887
C -0.058936 1.516585 -0.372179 -0.901 0.865 1.372
C -0.283357 0.384048 0.577344 -0.077 -0.937 -0.069
C -1.461321 -1.862201 0.927397 -1.248 0.124 0.236
N -0.876410 -0.861754 -0.074910 1.135 0.155 4.501
H 3.332581 0.915302 -0.251921 -0.565 0.174 0.282
H 2.836368 1.623452 -1.821505 1.575 0.901 -2.205
H 0.001907 2.466716 0.226280 -0.879 -0.606 -0.543
H -0.847774 1.533653 -1.151405 0.434 0.347 0.417
H 0.287213 0.061557 1.483457 -0.338 0.787 -1.065
H -1.849401 -2.575995 0.263807 -0.820 -1.245 -0.941
H -0.788876 -2.494100 1.531341 0.270 1.328 0.030
H -2.366445 -1.462955 1.437119 1.172 0.085 0.035
H -1.656542 -0.669833 -0.654995 -0.239 0.318 -1.548
H -0.105436 -1.416853 -0.375061 0.502 -0.269 -1.911
```
Forces are in eV/Å.

Results
* E_tot: -6824.674 eV
* relative energy (zero: lowest compared OMol25 entry of this formula, charge and spin): 5.528 eV
* orbital gap (alpha / beta): 7.1 / 9.6 eV
* LUMO (alpha / beta): -4.74 / -3.64 eV
* net charge: +1

Atomic partial charges in e from the natural (NBO) method, atoms 1 to 6: C 0.2073; C -0.5016; C -0.5941; C -0.0394; C -0.4368; N -0.5368